[1]
{
  "formula": "C53H52BiN6OP2STe2",
  "method": "wB97M-V/def2-TZVPD",
  "homo_ev": [-2.74, -2.84],
  "total_charge": -1,
  "orbital_gap_ev": [3.882, 3.983],
  "elements": ["Bi", "C", "C", "C", "C", "C", "C", "C", "C", "N", "C", "C", "C", "C", "N", "C", "C", "C", "C", "C", "C", "C", "C", "H", "H", "H", "H", "H", "H", "H", "H", "H", "H", "H", "H", "H", "H", "H", "H", "H", "H", "H", "H", "H", "H", "H", "H", "C", "N", "P", "C", "C", "C", "C", "C", "C", "C", "C", "C", "C", "C", "C", "P", "C", "C", "C", "C", "C", "C", "C", "C", "C", "C", "C", "C", "H", "H", "H", "H", "H", "H", "H", "H", "H", "H", "H", "H", "H", "H", "H", "H", "H", "H", "H", "H", "H", "H", "H", "Te", "Te", "C", "C", "C", "C", "S", "H", "H", "H", "N", "C", "O", "C", "C", "N", "C", "N", "H", "H"],
  "coordinates": [[10.8963, 11.9980, 11.1982], [11.9346, 15.7526, 12.5137], [12.0102, 15.2373, 13.9610], [14.2966, 15.1470, 15.4155], [13.7989, 15.3437, 16.6831], [12.4271, 15.3423, 17.1959], [11.3611, 13.4701, 15.8029], [11.9771, 11.0916, 15.5787], [11.4219, 13.8141, 14.3209], [10.5405, 13.0678, 13.4530], [9.2541, 13.2603, 13.4451], [8.4378, 14.1455, 14.3829], [8.4021, 12.5486, 12.4400], [6.9838, 13.0067, 12.4169], [8.7982, 11.6035, 11.5868], [7.9260, 10.6407, 10.9475], [7.5201, 10.7885, 9.5852], [8.0255, 11.7688, 8.5400], [6.6000, 9.8624, 9.1009], [6.1369, 8.8260, 9.8855], [6.5796, 8.6863, 11.1969], [7.4733, 9.6126, 11.7503], [7.7619, 9.3421, 13.1959], [12.5984, 16.6200, 12.3900], [10.9140, 16.0320, 12.2870], [12.2296, 14.9621, 11.8345], [15.3676, 15.3023, 15.2354], [14.5740, 15.4858, 17.4321], [12.3990, 15.4354, 18.2782], [11.3829, 10.8855, 16.4739], [12.7271, 10.2916, 15.5110], [11.3375, 11.0645, 14.6927], [9.0941, 14.6477, 15.0830], [7.7583, 13.5001, 14.9920], [7.8577, 14.8894, 13.8615], [6.8285, 14.0707, 12.4388], [6.4877, 12.5035, 13.2672], [6.5062, 12.6070, 11.5119], [8.1291, 12.7838, 8.9528], [7.2397, 11.8358, 7.7698], [9.0041, 11.4617, 8.0929], [6.1485, 9.9767, 8.0960], [5.4702, 8.0797, 9.4711], [6.1937, 7.8447, 11.7783], [6.9419, 9.6699, 13.8511], [8.7038, 9.8300, 13.4694], [7.8845, 8.2638, 13.3309], [15.8151, 13.4369, 11.7086], [14.5482, 12.7038, 11.5752], [13.5638, 12.0820, 13.0544], [14.8329, 11.3364, 14.0683], [15.8632, 12.0941, 14.6453], [16.9790, 11.4294, 15.1789], [17.0523, 10.0304, 15.1430], [15.9697, 9.2841, 14.7185], [14.8715, 9.9551, 14.1277], [12.8316, 13.2062, 14.4006], [13.5164, 14.6377, 14.3201], [11.4465, 16.1968, 14.8695], [11.1190, 15.8599, 16.1784], [11.2363, 14.5076, 16.7878], [12.5248, 12.4795, 15.7444], [14.1273, 12.2476, 9.9472], [15.5913, 11.6418, 9.0152], [16.4021, 12.3414, 8.0503], [17.4421, 11.6799, 7.4015], [17.7580, 10.3286, 7.6569], [16.9694, 9.6422, 8.5548], [15.9585, 10.2980, 9.2540], [13.7815, 13.6845, 8.8833], [13.5086, 13.4976, 7.5143], [12.8331, 14.4533, 6.7775], [12.6709, 15.7480, 7.3093], [13.1539, 15.9989, 8.6158], [13.7038, 15.0016, 9.3728], [15.6723, 14.3837, 12.2468], [16.2228, 13.7481, 10.7394], [16.6236, 12.9018, 12.2571], [15.8768, 13.1920, 14.6477], [17.8102, 12.0062, 15.5922], [17.9610, 9.5253, 15.5199], [15.9879, 8.2101, 14.7503], [14.0255, 9.3519, 13.7947], [14.0572, 14.7230, 13.3791], [11.4508, 17.2490, 14.5947], [10.5972, 16.6192, 16.7892], [10.5613, 14.3547, 17.6515], [13.3640, 12.5570, 16.4820], [16.2115, 13.4155, 7.8464], [17.9928, 12.2462, 6.6679], [18.5904, 9.8398, 7.1564], [17.1542, 8.6025, 8.8036], [15.4687, 9.7268, 10.0308], [13.8357, 12.5863, 6.9940], [12.3698, 14.1485, 5.8482], [12.1941, 16.5628, 6.7679], [13.1509, 16.9938, 9.0416], [14.1298, 15.2520, 10.3365], [11.3818, 9.0789, 11.6640], [11.9474, 9.4009, 8.9112], [10.4788, 8.2407, 8.0525], [9.7766, 7.2343, 8.6906], [8.8229, 6.5879, 7.8447], [8.7927, 7.1206, 6.5845], [9.9393, 8.4259, 6.3494], [10.0646, 6.9775, 9.7120], [8.1789, 5.7896, 8.2133], [8.1400, 6.8127, 5.7563], [9.0723, 15.2731, 8.0330], [8.9181, 15.3489, 9.4222], [9.3157, 14.4651, 10.2035], [8.1458, 16.5314, 9.9036], [7.7403, 17.5630, 9.0412], [7.3851, 18.3953, 8.3165], [7.8602, 16.5494, 11.2660], [7.5645, 16.4811, 12.3859], [8.8347, 16.0994, 7.5074], [9.8714, 14.7574, 7.6669]]
}

***

[2]
{
  "formula": "C5H7N",
  "method": "wB97M-V/def2-TZVPD",
  "homo_ev": -8.57,
  "orbital_gap_ev": 9.668,
  "smiles": "C=CN1CC1=C",
  "elements": ["C", "C", "N", "C", "C", "C", "H", "H", "H", "H", "H", "H", "H"],
  "coordinates": [[-1.9645, 0.6603, -0.0531], [-1.4698, -0.5514, 0.0370], [-0.1598, -0.8598, 0.4830], [0.9931, -1.2725, -0.3951], [1.0603, 0.1185, 0.2201], [1.6204, 1.2838, 0.4503], [-3.0395, 0.8754, -0.2961], [-1.3110, 1.5105, 0.1225], [-2.0765, -1.4612, -0.1420], [0.6824, -1.5063, -1.3710], [1.8490, -2.0645, -0.1621], [1.2369, 2.0835, 0.9796], [2.5790, 1.1836, 0.1267]]
}

***

[3]
{
  "formula": "C2H7P",
  "method": "wB97M-V/def2-TZVPD",
  "homo_ev": [-8.96, -8.68],
  "orbital_gap_ev": [8.615, 8.012],
  "elements": ["C", "C", "P", "H", "H", "H", "H", "H", "H", "H"],
  "coordinates": [[-0.5354, 0.4137, 0.9500], [0.5981, -0.1416, 0.1734], [0.9615, -0.1459, -1.6029], [-1.4899, 0.1532, 0.3771], [-0.7016, -0.0446, 1.7986], [-0.5433, 1.5031, 0.9081], [0.6310, -2.3706, -0.4901], [1.2688, -0.8015, 0.7437], [0.9048, 1.2422, -1.9336], [-0.1409, -0.5372, -2.2904]]
}

***

[4]
{
  "formula": "C25H16F2N3O3Ti",
  "method": "wB97M-V/def2-TZVPD",
  "homo_ev": [-7.72, -8.20],
  "orbital_gap_ev": [7.599, 7.998],
  "spin_multiplicity": 2,
  "elements": ["Ti", "O", "C", "C", "C", "C", "C", "C", "C", "O", "N", "N", "C", "C", "C", "C", "C", "C", "C", "O", "H", "H", "H", "H", "H", "H", "H", "H", "H", "H", "F", "C", "C", "C", "C", "C", "F", "C", "C", "C", "C", "C", "C", "N", "H", "H", "H", "H", "H", "H"],
  "coordinates": [[0.0597, 0.0708, -0.0582], [0.9473, -4.0594, 3.3741], [-0.0177, -4.5382, 2.5548], [-0.6375, -5.7532, 2.8432], [-1.6319, -6.2593, 2.0275], [-2.0261, -5.5539, 0.9005], [-1.4161, -4.3475, 0.6136], [-0.4107, -3.8100, 1.4200], [0.1559, -2.4966, 1.0170], [-0.3852, -1.9231, -0.0292], [1.1438, -1.9756, 1.6899], [1.5138, -0.7896, 1.0679], [2.7492, -0.4468, 1.1411], [3.3193, 0.5714, 0.2952], [4.5992, 1.0653, 0.5874], [5.2348, 1.9467, -0.2557], [4.6076, 2.3225, -1.4445], [3.3629, 1.8312, -1.7729], [2.6812, 0.9638, -0.9085], [1.4795, 0.5171, -1.2466], [1.0803, -4.6849, 4.0949], [-0.3257, -6.3019, 3.7256], [-2.0951, -7.2058, 2.2743], [-2.7987, -5.9408, 0.2502], [-1.7031, -3.7857, -0.2643], [3.4021, -1.0202, 1.7964], [5.0830, 0.7406, 1.5010], [6.2135, 2.3336, -0.0085], [5.1050, 3.0052, -2.1216], [2.8740, 2.1120, -2.6967], [1.4096, 5.4677, 0.2424], [0.7459, 4.4377, 0.8029], [0.6551, 3.2396, 0.1224], [-0.0412, 2.1688, 0.6761], [-0.6598, 2.3444, 1.9329], [-0.5051, 3.5629, 2.5919], [-1.0399, 3.7724, 3.8194], [0.1862, 4.6253, 2.0499], [-1.4679, 1.2186, 2.4405], [-2.1784, 1.2075, 3.6430], [-2.9637, 0.1184, 3.9685], [-3.0454, -0.9540, 3.0949], [-2.2972, -0.8961, 1.9381], [-1.5216, 0.1452, 1.6201], [1.1466, 3.1614, -0.8391], [0.2771, 5.5605, 2.5821], [-2.1209, 2.0472, 4.3125], [-3.5162, 0.1142, 4.8991], [-3.6581, -1.8191, 3.3029], [-2.3041, -1.7111, 1.2285]]
}

***

[5]
{
  "formula": "Ag2H7O4",
  "method": "wB97M-V/def2-TZVPD",
  "homo_ev": [-23.16, -23.10],
  "total_charge": 3,
  "orbital_gap_ev": [10.290, 3.934],
  "spin_multiplicity": 3,
  "elements": ["Ag", "Ag", "O", "H", "O", "H", "H", "O", "H", "H", "O", "H", "H"],
  "coordinates": [[25.7842, -20.1749, -9.5309], [25.5476, -24.0809, -10.9202], [24.8974, -21.8944, -10.5400], [23.9921, -21.8919, -10.1726], [23.3341, -24.9258, -10.7545], [22.8290, -24.5616, -10.0276], [22.8289, -25.6870, -11.0401], [23.7283, -19.5895, -8.6104], [23.2165, -19.8862, -7.8579], [23.1020, -19.1101, -9.1526], [24.5228, -20.5142, -13.2378], [24.2526, -20.7888, -14.1140], [24.4069, -21.2943, -12.6954]]
}

***

[6]
{
  "formula": "C5F15HfO15S5",
  "method": "wB97M-V/def2-TZVPD",
  "homo_ev": -8.71,
  "total_charge": -1,
  "orbital_gap_ev": 11.405,
  "elements": ["Hf", "C", "F", "F", "F", "S", "O", "O", "O", "C", "F", "F", "F", "S", "O", "O", "O", "C", "F", "F", "F", "S", "O", "O", "O", "C", "F", "F", "F", "S", "O", "O", "O", "C", "F", "F", "F", "S", "O", "O", "O"],
  "coordinates": [[-0.0754, 0.1771, 0.0340], [-1.9027, -0.6927, -3.8625], [-1.8431, 0.0768, -4.9381], [-3.0036, -1.4367, -3.9070], [-0.8604, -1.5106, -3.8312], [-1.9484, 0.3137, -2.3320], [-2.0396, -0.6602, -1.2353], [-0.6124, 0.9095, -2.0938], [-2.9847, 1.2667, -2.5181], [-3.7657, 0.2223, 2.1370], [-4.7732, 0.9338, 1.6217], [-3.9834, 0.0222, 3.4361], [-3.6757, -0.9515, 1.5120], [-2.2075, 1.1335, 1.9698], [-1.9831, 1.3621, 0.5234], [-2.3344, 2.2743, 2.7940], [-1.1557, 0.1683, 2.3059], [2.5812, 3.5051, 0.6107], [2.4651, 4.6420, -0.0768], [3.3260, 2.6352, -0.0631], [3.1582, 3.7577, 1.7879], [0.9175, 2.8454, 0.9389], [0.2570, 3.8598, 1.6736], [0.3336, 2.4426, -0.3544], [1.1061, 1.5177, 1.5688], [3.6071, -1.4127, -1.9891], [4.5258, -0.6190, -2.5499], [3.5044, -2.5236, -2.7249], [3.9706, -1.7287, -0.7552], [1.9807, -0.5633, -2.0227], [0.9596, -1.4789, -1.4778], [2.0235, 0.4762, -0.9636], [1.8058, -0.1232, -3.3590], [0.0832, -2.8790, 3.1017], [1.1611, -3.0859, 3.8480], [-0.5922, -4.0179, 3.0008], [-0.6657, -1.9676, 3.6879], [0.6003, -2.3653, 1.4212], [1.3312, -3.4600, 0.8986], [-0.6392, -1.9765, 0.7085], [1.3484, -1.0886, 1.4740]]
}